(1)
Formula: C3H8O2S2
Source: the Open Molecules 2025 dataset
Level of theory: the ωB97M-V functional and the def2-TZVPD basis

The value obtained for the frontier orbital gap is 0.343 Ha. For the HOMO energy, the calculation gives -8.9 eV. Its SMILES is CCSS.O=CO. The lowest unoccupied orbital energy is 0.4 eV.

Last column: Löwdin charge in e.
Positions of all 15 atoms, in Å:
S (0.077, 2.332, 0.953)  0.3543
H (2.797, -1.877, 2.213)  0.1400
C (-1.633, -0.428, -1.952)  -0.1873
O (2.299, -0.235, 1.157)  0.0412
H (-0.160, 1.125, -1.808)  0.0640
C (-0.607, 0.373, -1.175)  -0.6275
O (0.857, -1.360, 2.449)  0.0642
H (-1.165, -0.972, -2.767)  0.0740
H (-2.147, -1.144, -1.315)  0.0700
S (-1.489, 1.214, 0.172)  0.4476
C (1.943, -1.227, 1.974)  -0.4096
H (-2.383, 0.234, -2.385)  0.0693
H (1.498, 0.321, 1.012)  0.0153
H (-0.054, 1.927, 2.225)  -0.1747
H (0.164, -0.282, -0.754)  0.0592

Force components x, y, z for each atom (eV/Å):
S -0.16 0.05 0.01
H -0.02 0.03 -0.21
C -0.24 0.07 -0.11
O -0.26 0.03 -0.23
H 0.26 0.17 -0.15
C -0.08 -0.42 0.36
O -0.53 -0.14 0.07
H 0.11 -0.06 -0.06
H 0.00 -0.08 0.07
S 0.10 0.18 -0.03
C 0.48 0.14 0.31
H -0.03 -0.01 -0.01
H 0.39 0.01 0.06
H 0.06 -0.14 0.02
H -0.10 0.17 -0.11



(2)
Formula: C22H25BCrN10O2
Source: the Open Molecules 2025 dataset
Level of theory: the ωB97M-V functional and the def2-TZVPD basis

The value obtained for the frontier orbital gap (alpha / beta) is 0.185 / 0.226 Ha. For the HOMO energy (alpha / beta), the calculation gives -14.2 / -14.2 eV. Its net charge is +2. The lowest unoccupied orbital energy (alpha / beta) is -9.2 / -8.1 eV. As for the spin multiplicity: 3.

Last column: Löwdin charge in e.
Positions of all 61 atoms, in Å:
C (-3.228, -1.432, -0.190)  0.0107
H (0.000, -5.807, -4.447)  0.1234
C (0.001, 4.793, 1.600)  -0.0449
C (-0.001, -6.892, -2.595)  -0.0301
C (-3.314, 0.616, 1.431)  0.0500
H (0.002, 6.355, 3.137)  0.1175
N (0.000, -3.151, -0.731)  -0.0965
H (-3.033, -2.321, 0.412)  0.0998
N (0.000, -2.949, 0.501)  0.1132
C (-2.716, -0.209, 0.492)  -0.2644
N (1.477, 0.283, 0.265)  -0.0349
C (0.000, -4.446, -1.377)  -0.1655
H (-0.001, 1.299, -4.895)  0.1011
C (0.000, 3.602, -1.547)  0.0159
C (0.000, -5.739, -3.368)  -0.0362
H (2.781, -1.568, -1.175)  0.0773
H (4.305, -1.361, -0.327)  0.1043
H (-2.424, 2.410, 2.445)  0.1450
H (-0.001, -7.711, -0.610)  0.1253
Cr (0.000, -0.420, -0.755)  1.1034
H (-0.889, 0.165, -3.893)  0.0923
C (0.001, 5.313, 2.860)  0.0042
O (0.000, -2.037, -1.504)  -0.1437
C (-2.371, 1.585, 1.753)  0.0225
H (-0.001, 4.601, -1.152)  0.1232
H (-0.877, 3.680, 5.615)  0.0834
H (0.877, 3.682, 5.615)  0.0834
O (0.001, -1.705, 0.791)  -0.1008
C (0.000, 1.806, -2.826)  -0.2776
N (1.259, 1.368, 1.053)  0.0685
C (0.000, 4.196, 3.727)  -0.3284
H (0.891, 0.166, -3.894)  0.0923
C (2.371, 1.585, 1.753)  0.0225
H (-0.001, -7.861, -3.075)  0.1249
C (3.229, -1.431, -0.190)  0.0107
H (-0.001, 3.814, -3.747)  0.1321
H (-0.002, 5.214, 5.610)  0.0833
C (0.000, 4.197, 5.226)  -0.0149
B (0.000, 2.273, 0.800)  -0.6042
H (0.000, -3.589, -3.350)  0.1162
C (2.716, -0.208, 0.492)  -0.2644
H (-2.780, -1.569, -1.174)  0.0773
C (-0.001, -6.810, -1.207)  -0.0340
H (-4.308, 0.517, 1.835)  0.1323
C (0.000, 3.190, -2.869)  0.0428
H (2.424, 2.411, 2.445)  0.1451
C (3.314, 0.617, 1.431)  0.0501
H (3.033, -2.320, 0.412)  0.0998
N (-1.259, 1.367, 1.053)  0.0686
C (0.000, 0.799, -3.930)  0.0066
N (-0.001, 3.067, 3.043)  0.1149
N (-1.477, 0.283, 0.265)  -0.0349
N (0.000, 1.429, -1.533)  -0.0263
N (0.000, 3.433, 1.716)  -0.0108
N (0.000, 2.532, -0.743)  0.0695
C (0.000, -4.494, -2.760)  -0.0040
H (4.308, 0.518, 1.834)  0.1323
C (-0.001, -5.580, -0.578)  0.0000
H (-4.304, -1.362, -0.326)  0.1043
H (0.002, 5.309, 0.658)  0.1032
H (-0.001, -5.501, 0.500)  0.1230

Force components x, y, z for each atom (eV/Å):
C 0.04 0.02 0.10
H 0.00 0.01 0.01
C 0.00 -0.09 0.06
C 0.00 -0.01 -0.01
C -0.05 -0.04 0.03
H 0.00 -0.04 -0.03
N 0.00 -0.17 -0.14
H 0.01 0.00 0.02
N 0.00 0.13 0.10
C 0.13 0.13 0.13
N -0.09 -0.32 -0.25
C 0.00 0.04 0.01
H 0.00 0.01 0.00
C 0.00 0.10 -0.02
C 0.00 -0.05 0.00
H -0.01 0.00 -0.06
H 0.02 0.01 0.00
H 0.03 -0.02 -0.04
H 0.00 0.01 0.00
Cr 0.00 0.43 1.43
H 0.00 0.01 0.00
C 0.00 0.11 0.04
O 0.00 0.51 -0.36
C -0.11 0.04 0.17
H 0.00 0.00 0.00
H -0.02 0.02 -0.02
H 0.02 0.02 -0.02
O 0.00 -0.18 -0.38
C 0.00 -0.11 -0.01
N 0.08 -0.01 -0.41
C 0.00 -0.05 0.25
H 0.00 0.01 0.00
C 0.11 0.04 0.17
H 0.00 0.02 0.01
C -0.05 0.02 0.10
H 0.00 -0.02 0.04
H 0.00 0.00 0.00
C 0.00 -0.06 -0.12
B 0.00 0.00 0.12
H 0.00 -0.02 -0.02
C -0.13 0.13 0.13
H 0.01 0.00 -0.06
C 0.00 -0.10 -0.04
H 0.03 0.03 -0.02
C 0.00 0.12 -0.01
H -0.03 -0.02 -0.04
C 0.05 -0.04 0.03
H -0.01 0.00 0.02
N -0.08 -0.01 -0.41
C 0.00 0.02 0.09
N 0.00 0.18 -0.13
N 0.10 -0.32 -0.25
N 0.00 -0.64 -0.29
N 0.00 -0.08 -0.04
N 0.00 0.02 0.00
C 0.00 0.12 -0.04
H -0.03 0.03 -0.02
C 0.00 0.10 0.15
H -0.02 0.01 0.00
H 0.00 -0.02 -0.01
H 0.00 -0.03 -0.02



(3)
Formula: C5H10O2
Source: the Open Molecules 2025 dataset
Level of theory: the ωB97M-V functional and the def2-TZVPD basis

The value obtained for the frontier orbital gap is 0.393 Ha. For the HOMO energy, the calculation gives -9.7 eV. Its SMILES is OC[C@H]1CCCO1. The lowest unoccupied orbital energy is 1.0 eV.

Last column: Löwdin charge in e.
Positions of all 17 atoms, in Å:
H (-0.771, 1.874, 1.167)  0.1198
H (0.245, -0.589, -1.547)  0.1554
H (-1.036, -1.819, 0.189)  0.1221
C (-0.934, 1.521, 0.136)  -0.1921
H (-2.348, 0.086, -0.756)  0.1177
O (2.839, -0.439, -0.823)  -0.0487
H (-0.376, -0.740, 1.442)  0.1222
H (-2.533, 0.411, 0.982)  0.1136
H (1.897, -0.653, 1.021)  0.1273
C (1.742, -0.863, -0.050)  -0.2289
H (-1.439, 2.328, -0.420)  0.1216
C (-0.736, -0.792, 0.406)  -0.1418
H (2.822, 0.526, -0.837)  0.0881
C (-1.801, 0.272, 0.180)  -0.1716
H (1.693, -1.953, -0.170)  0.1317
C (0.398, -0.301, -0.496)  -0.3336
O (0.337, 1.131, -0.424)  -0.1028

Force components x, y, z for each atom (eV/Å):
H 0.04 0.02 -0.25
H -0.08 -0.04 0.10
H -0.04 0.14 0.00
C -0.09 0.13 0.10
H 0.22 0.17 0.16
O 0.00 0.30 -0.12
H -0.12 -0.11 -0.07
H 0.04 -0.41 -0.06
H -0.02 0.08 -0.16
C -0.26 -0.09 0.16
H 0.62 -0.17 -0.10
C 0.07 -0.10 0.04
H 0.04 -0.05 -0.02
C -0.10 0.06 0.05
H -0.01 0.17 0.08
C -0.07 -0.22 0.00
O -0.25 0.11 0.10



For each record above, in turn, the calculated largest force on an atom values are 0.59, 1.50, 0.66 eV Å⁻¹.
For each record above, in turn, the calculated calculated total energy values are -1065.964937, -2620.157545, -346.972442 Ha.